{
  "formula": "C33H44N2O4SSeW",
  "method": "the ωB97M-V functional and the def2-TZVPD basis",
  "elements": ["W", "Se", "S", "O", "O", "O", "O", "N", "N", "C", "C", "C", "C", "C", "C", "C", "C", "C", "C", "C", "C", "C", "C", "C", "C", "C", "C", "C", "C", "C", "C", "C", "C", "C", "C", "C", "C", "C", "C", "C", "C", "C", "H", "H", "H", "H", "H", "H", "H", "H", "H", "H", "H", "H", "H", "H", "H", "H", "H", "H", "H", "H", "H", "H", "H", "H", "H", "H", "H", "H", "H", "H", "H", "H", "H", "H", "H", "H", "H", "H", "H", "H", "H", "H", "H", "H"],
  "positions_angstrom": [[0.653, 0.534, -2.478], [-0.558, -1.396, -0.976], [0.252, 2.562, -3.985], [-0.602, 1.468, -1.487], [1.518, -1.127, -2.950], [1.636, 0.482, -0.817], [2.383, 0.829, -3.322], [-0.794, 0.131, -3.839], [1.806, -0.230, -3.922], [-4.492, -0.545, 3.236], [3.828, 1.733, 0.848], [4.340, 0.365, 0.383], [3.613, -3.730, 3.630], [-2.887, 4.282, -1.196], [-5.716, -0.730, 1.058], [-1.825, -1.048, -5.692], [-3.265, 1.916, 0.948], [-0.470, 3.993, -0.564], [-0.922, 1.148, -6.063], [2.561, -2.855, 1.507], [-2.111, 4.587, 1.182], [-5.757, 1.399, 2.312], [-3.616, 0.591, 1.199], [1.342, -2.728, 0.858], [-1.584, 0.025, -6.567], [-1.473, 1.277, -0.493], [-0.544, 1.187, -4.742], [5.632, 0.050, 1.146], [4.674, 0.377, -1.117], [2.007, -0.555, -0.055], [-1.430, -0.978, -4.388], [-1.922, 3.780, -0.112], [-2.210, 2.301, 0.134], [-1.706, -0.056, -0.100], [1.812, -5.048, 2.562], [4.026, -4.845, 1.435], [-4.879, 0.197, 1.951], [3.253, -0.678, 0.600], [-2.775, -0.401, 0.709], [1.078, -1.591, 0.107], [3.478, -1.814, 1.357], [2.980, -4.101, 2.280], [2.173, -5.892, 3.149], [2.889, 1.983, 0.357], [-3.912, -1.436, 3.008], [-3.139, 4.596, 1.529], [5.461, 0.026, 2.221], [-2.319, -1.942, -6.043], [4.556, 2.505, 0.611], [4.908, -0.633, -1.455], [-1.895, -0.013, -7.598], [-5.198, -1.661, 0.852], [-6.654, -0.971, 1.553], [2.918, -3.159, 4.240], [-1.484, 4.182, 1.972], [-0.705, 2.005, -6.682], [3.604, -5.127, 0.473], [-1.586, -1.802, -3.693], [4.352, -5.747, 1.950], [-2.706, 5.330, -1.419], [4.525, -3.152, 3.509], [-2.942, -1.447, 0.911], [-3.862, 2.698, 1.382], [-6.044, 1.947, 1.417], [6.367, 0.827, 0.946], [0.205, 3.377, 0.032], [-0.183, 5.033, -0.434], [3.671, 1.725, 1.926], [-6.667, 1.045, 2.794], [3.833, 0.752, -1.706], [5.534, 1.014, -1.318], [4.433, -1.912, 1.841], [1.386, -5.439, 1.642], [-3.921, 4.174, -0.875], [-0.337, 3.742, -1.616], [-3.898, 0.099, 3.881], [-1.821, 5.621, 1.012], [6.058, -0.898, 0.824], [4.898, -4.219, 1.261], [-5.944, -0.243, 0.113], [3.876, -4.638, 4.170], [1.034, -4.545, 3.131], [-2.752, 3.712, -2.112], [-5.251, 2.072, 2.998], [-5.386, -0.851, 3.774], [0.591, -3.500, 0.896]],
  "e_homo_ha": [-0.2792, -0.2792],
  "orbital_gap_ha": [0.244, 0.244],
  "mol_weight_g_mol": 827.59,
  "energy_ev": -124111.588,
  "lumo_energy_ev": [-0.95, -0.95]
}

=====

{
  "formula": "C3H11N2",
  "method": "the ωB97M-V functional and the def2-TZVPD basis",
  "elements": ["N", "N", "C", "C", "C", "H", "H", "H", "H", "H", "H", "H", "H", "H", "H", "H"],
  "positions_angstrom": [[1.221, -0.381, 0.542], [-2.442, 0.076, -0.185], [-1.335, -0.333, 0.619], [-0.025, -0.724, -0.164], [2.296, 0.149, -0.456], [3.148, -0.367, -0.447], [0.058, -1.758, -0.386], [0.037, 1.756, 0.623], [-1.675, -1.147, 1.204], [-1.271, 0.445, 1.423], [1.983, 0.190, -1.508], [0.878, 0.559, 1.016], [2.659, 1.112, -0.027], [0.053, -0.064, -1.097], [-2.944, -0.576, -0.788], [-2.641, 1.065, -0.370]],
  "e_above_lowest_ev": 8.229,
  "charge": 1,
  "e_homo_ha": -0.5211,
  "orbital_gap_ha": 0.192,
  "mol_weight_g_mol": 75.13,
  "energy_ev": -6255.352,
  "lumo_energy_ev": -8.95
}

=====

{
  "formula": "C24H29AuN6",
  "method": "the ωB97M-V functional and the def2-TZVPD basis",
  "elements": ["Au", "N", "N", "N", "N", "N", "N", "C", "C", "C", "C", "C", "C", "C", "C", "C", "C", "C", "C", "C", "C", "C", "C", "C", "C", "C", "C", "C", "C", "C", "C", "H", "H", "H", "H", "H", "H", "H", "H", "H", "H", "H", "H", "H", "H", "H", "H", "H", "H", "H", "H", "H", "H", "H", "H", "H", "H", "H", "H", "H"],
  "positions_angstrom": [[1.158, -0.062, -0.294], [-1.539, -0.592, -0.747], [2.722, -1.005, -1.780], [-3.358, -0.246, -2.298], [-3.421, -2.096, -0.822], [-3.733, 0.103, 0.008], [0.611, -0.096, 2.005], [-3.779, -1.634, -2.157], [4.711, -4.558, -0.743], [-2.310, 0.213, 0.220], [3.096, -3.405, -2.099], [0.333, 2.715, 0.856], [0.842, 1.086, 2.778], [-4.134, -1.291, 0.159], [3.386, -2.218, -1.426], [-4.070, 0.571, -1.328], [0.308, 2.457, -1.555], [1.023, 3.457, 3.097], [1.161, 0.911, 4.120], [5.002, -3.372, -0.076], [0.556, 1.953, -0.293], [4.343, -2.206, -0.409], [-0.254, 3.719, -1.727], [-1.992, -1.992, -0.623], [-0.302, 3.962, 0.652], [1.339, 1.990, 4.963], [0.723, 2.385, 2.236], [1.300, 3.273, 4.434], [-0.588, 4.452, -0.601], [-1.931, -0.134, -2.096], [3.764, -4.566, -1.760], [-4.860, -1.704, -2.289], [-0.576, 4.551, 1.512], [1.012, -0.894, 2.495], [-0.383, -0.259, 1.887], [5.226, -5.469, -0.478], [1.062, 4.462, 2.706], [-3.890, -1.639, 1.166], [3.557, -5.482, -2.293], [2.261, -1.107, -2.682], [1.226, -0.092, 4.517], [-2.103, -0.141, 1.234], [-1.631, 0.911, -2.210], [-1.061, 5.418, -0.705], [0.569, 1.891, -2.438], [-1.414, -0.747, -2.839], [-5.209, -1.384, 0.000], [-2.001, 1.257, 0.131], [-3.772, 1.616, -1.434], [-0.420, 4.110, -2.718], [4.571, -1.283, 0.107], [-3.283, -2.252, -2.908], [3.387, -0.237, -1.838], [1.489, 4.123, 5.067], [5.749, -3.366, 0.701], [-1.479, -2.597, -1.375], [-1.735, -2.369, 0.371], [-5.145, 0.485, -1.488], [2.373, -3.410, -2.902], [1.511, 1.828, 6.014]],
  "charge": 2,
  "e_homo_ha": [-0.5115, -0.5114],
  "orbital_gap_ha": [0.157, 0.156],
  "mol_weight_g_mol": 598.51,
  "energy_ev": -37973.587,
  "lumo_energy_ev": [-9.66, -9.66]
}

=====

{
  "formula": "C64H35F5N12STi",
  "method": "the ωB97M-V functional and the def2-TZVPD basis",
  "elements": ["Ti", "S", "F", "F", "F", "F", "F", "N", "N", "N", "N", "N", "N", "N", "N", "N", "N", "N", "N", "C", "C", "C", "C", "C", "C", "C", "C", "C", "C", "C", "C", "C", "C", "C", "C", "C", "C", "C", "C", "C", "C", "C", "C", "C", "C", "C", "C", "C", "C", "C", "C", "C", "C", "C", "C", "C", "C", "C", "C", "C", "C", "C", "C", "C", "C", "C", "C", "C", "C", "C", "C", "C", "C", "C", "C", "C", "C", "C", "C", "C", "C", "C", "C", "H", "H", "H", "H", "H", "H", "H", "H", "H", "H", "H", "H", "H", "H", "H", "H", "H", "H", "H", "H", "H", "H", "H", "H", "H", "H", "H", "H", "H", "H", "H", "H", "H", "H", "H"],
  "positions_angstrom": [[-0.520, -1.774, 0.863], [0.183, 1.991, -3.854], [-1.802, 0.771, -8.391], [2.949, 1.201, -7.991], [0.747, 0.410, -9.522], [-2.125, 1.532, -5.917], [2.542, 2.316, -5.552], [-3.483, -0.905, -0.795], [-2.154, -0.717, 3.775], [-2.323, -0.857, 1.386], [-0.427, -2.168, 2.843], [2.372, -1.281, -1.907], [0.443, -3.588, 0.566], [-2.017, 5.158, 5.426], [0.225, -3.848, -1.828], [0.244, 4.555, 5.848], [1.033, -4.163, 2.821], [-0.019, 5.392, 0.536], [-1.378, -2.094, -0.928], [4.452, -1.978, -2.984], [2.396, -1.516, -4.283], [0.743, -3.429, 7.133], [2.823, -7.554, 0.535], [-0.741, -2.886, -1.924], [0.418, 0.538, 1.149], [4.475, -1.888, -5.417], [-1.912, -2.346, -5.465], [-3.287, -0.483, 0.467], [0.738, -4.161, -0.670], [5.096, -2.169, -4.186], [-0.144, -2.374, 7.432], [0.480, -3.047, 3.382], [-0.861, 8.015, 0.749], [0.981, -0.603, 0.560], [-1.413, 7.034, 1.585], [-4.821, 1.088, 3.396], [-5.448, 0.863, 0.595], [-1.429, -2.594, -3.151], [-0.728, -1.552, 6.452], [-2.727, -0.360, 2.629], [1.560, -5.360, -0.462], [1.598, -5.580, 0.943], [-3.081, -1.639, -5.181], [1.022, -4.374, 1.525], [-2.556, 6.772, 3.759], [-2.661, -1.927, -2.850], [0.248, 1.654, -5.458], [2.257, -6.666, 1.461], [-1.060, -2.809, -4.475], [-3.536, -1.500, -3.852], [-1.074, 4.456, 5.955], [1.066, -3.683, 5.816], [1.203, 1.311, 1.992], [1.689, 1.222, -7.492], [-0.205, 6.454, 4.529], [3.054, -1.257, -0.745], [-1.031, -1.431, 3.881], [-0.419, -1.778, 5.120], [-5.961, 1.698, 2.879], [0.660, 5.649, 5.227], [4.432, -1.620, -0.612], [-1.576, 6.121, 4.547], [-2.572, -1.590, -1.453], [-0.004, 7.636, -0.264], [-2.385, 7.453, 2.597], [-0.966, 5.723, 1.412], [-0.691, 0.948, -7.678], [3.191, 0.330, 1.074], [0.588, 0.839, -8.227], [2.390, -0.571, 0.360], [-0.826, 1.370, -6.326], [2.144, -6.266, -1.366], [5.130, -2.063, -1.737], [0.490, -2.845, 4.834], [2.589, 1.252, 1.943], [2.800, -7.350, -0.807], [-6.239, 1.615, 1.484], [3.057, -1.624, -3.034], [-3.971, 0.385, 2.485], [0.427, 6.313, -0.315], [-4.300, 0.271, 1.151], [3.141, -1.504, -5.482], [1.521, 1.699, -6.167], [-3.680, -1.273, -6.048], [-3.032, 8.314, 2.324], [6.165, -2.341, -1.641], [1.134, 5.975, -1.090], [-1.366, -0.795, 6.771], [-4.460, -1.032, -3.594], [3.273, -8.041, -1.454], [1.760, -4.445, 5.432], [-3.589, 6.763, 4.187], [-5.674, 0.744, -0.475], [1.364, -1.285, -4.218], [4.940, -1.577, 0.355], [1.162, -4.024, 7.943], [-4.600, 1.120, 4.453], [1.757, 5.836, 5.140], [4.229, 0.315, 0.907], [-0.610, 0.841, 0.945], [2.393, -6.019, -2.396], [-1.263, 4.892, 2.113], [2.709, -1.183, -6.424], [-6.572, 2.260, 3.600], [0.184, 7.265, 3.874], [-1.403, 3.642, 6.572], [-1.697, -2.495, -6.486], [0.333, 8.374, -0.974], [6.157, -2.401, -4.227], [2.260, -6.872, 2.483], [-0.051, -3.225, -4.699], [-0.514, -2.259, 8.467], [3.113, 1.905, 2.653], [-7.122, 2.108, 1.058], [5.058, -2.106, -6.354], [-1.136, 9.108, 0.839], [3.294, -8.430, 1.001], [0.758, 2.076, 2.613]],
  "e_above_lowest_ev": 2.394,
  "spin_multiplicity": 2,
  "charge": -1,
  "e_homo_ha": [-0.1331, -0.1331],
  "orbital_gap_ha": [0.148, 0.144],
  "mol_weight_g_mol": 1146.99,
  "energy_ev": -132356.078,
  "s_squared": 0.930,
  "lumo_energy_ev": [0.39, 0.29]
}

=====

{
  "formula": "C7H10BN3",
  "method": "the ωB97M-V functional and the def2-TZVPD basis",
  "elements": ["N", "N", "N", "C", "C", "C", "C", "C", "C", "C", "B", "H", "H", "H", "H", "H", "H", "H", "H", "H", "H"],
  "positions_angstrom": [[0.652, 0.948, -0.096], [0.964, -1.834, -0.055], [3.588, -1.303, 0.101], [-0.422, 0.210, -0.001], [-1.488, -1.969, -0.091], [-2.925, -0.141, 0.075], [-2.820, -1.568, -0.009], [-0.327, -1.203, -0.063], [0.669, 2.338, 0.075], [-1.760, 0.664, -0.099], [2.210, -1.207, 0.084], [-3.865, 0.240, -0.205], [0.790, 2.836, 1.113], [4.033, -1.683, -0.718], [-1.456, -3.048, -0.036], [-1.908, 1.686, -0.094], [-3.696, -2.168, -0.039], [1.586, 2.788, -0.419], [-0.375, 2.697, -0.240], [4.204, -0.666, 0.588], [0.834, -2.746, 0.220]],
  "e_above_lowest_ev": 0.348,
  "e_homo_ha": -0.2329,
  "orbital_gap_ha": 0.229,
  "mol_weight_g_mol": 146.99,
  "energy_ev": -12566.015,
  "lumo_energy_ev": -0.11
}

=====

{
  "formula": "C4H10NO",
  "method": "the ωB97M-V functional and the def2-TZVPD basis",
  "elements": ["O", "N", "C", "C", "C", "C", "H", "H", "H", "H", "H", "H", "H", "H", "H", "H"],
  "positions_angstrom": [[0.845, -1.346, 0.458], [-0.532, -0.107, -0.480], [0.605, 0.078, 0.393], [1.810, 0.951, -0.072], [-1.797, 0.388, 0.152], [-0.292, -1.610, -0.289], [-1.671, 1.440, 0.503], [-0.449, 0.222, -1.486], [-1.799, -0.236, 1.110], [2.642, 0.320, -0.505], [-0.913, -2.177, 0.255], [0.051, -2.134, -1.310], [0.311, 0.552, 1.722], [1.732, 1.786, -0.740], [2.078, 1.499, 0.771], [-2.621, 0.375, -0.481]],
  "e_above_lowest_ev": 3.960,
  "charge": 1,
  "e_homo_ha": -0.5503,
  "orbital_gap_ha": 0.423,
  "mol_weight_g_mol": 88.13,
  "energy_ev": -7837.357,
  "lumo_energy_ev": -3.45
}